(1)
The following is a DFT calculation (the ωB97M-V functional and the def2-TZVPD basis) of a structure of composition C28H56O56S14 at a distorted geometry.

```
154
C28H56O56S14 | the Open Molecules 2025 dataset | the ωB97M-V functional and the def2-TZVPD basis
C 8.774 -13.679 -12.360
C 8.211 -14.503 -13.491
O 9.230 -15.411 -13.693
S 10.772 -14.852 -13.317
O 11.453 -14.188 -14.419
O 11.542 -15.819 -12.539
O 10.138 -13.823 -12.271
H 8.520 -14.266 -11.477
H 8.404 -12.659 -12.262
H 8.172 -13.948 -14.428
H 7.197 -14.904 -13.471
C 2.834 -18.329 -13.470
C 4.319 -18.602 -13.879
O 4.376 -18.532 -15.330
S 3.049 -18.108 -16.041
O 2.278 -19.304 -16.537
O 3.250 -16.917 -16.859
O 2.370 -17.584 -14.605
H 2.687 -17.736 -12.568
H 2.265 -19.259 -13.477
H 4.632 -19.537 -13.415
H 4.966 -17.735 -13.750
C 4.504 -16.866 -9.113
C 5.430 -17.863 -9.900
O 6.279 -17.051 -10.735
S 5.576 -15.561 -10.848
O 5.254 -15.174 -12.225
O 6.245 -14.596 -9.956
O 4.184 -16.162 -10.273
H 4.999 -16.259 -8.355
H 3.564 -17.182 -8.661
H 4.949 -18.577 -10.569
H 6.033 -18.411 -9.176
C 11.119 -16.986 -18.734
C 10.519 -18.367 -19.126
O 11.098 -19.270 -18.244
S 12.657 -18.822 -17.733
O 13.708 -19.557 -18.460
O 12.713 -18.897 -16.270
O 12.458 -17.254 -18.315
H 10.768 -16.690 -17.746
H 10.999 -16.254 -19.533
H 10.915 -18.659 -20.098
H 9.430 -18.407 -19.172
C 6.892 -13.074 -17.716
C 6.105 -14.015 -18.650
O 6.298 -15.368 -18.190
S 6.850 -15.449 -16.689
O 7.860 -16.519 -16.461
O 5.774 -15.177 -15.742
O 7.692 -14.028 -17.094
H 6.120 -12.530 -17.173
H 7.586 -12.414 -18.236
H 6.340 -13.784 -19.689
H 5.031 -13.847 -18.572
C 7.166 -19.489 -16.558
C 7.304 -20.845 -17.239
O 6.797 -20.666 -18.587
S 5.733 -19.467 -18.678
O 4.428 -19.853 -18.116
O 5.826 -18.742 -19.964
O 6.550 -18.600 -17.475
H 8.072 -18.912 -16.372
H 6.627 -19.422 -15.613
H 6.927 -21.709 -16.691
H 8.340 -21.139 -17.407
C 11.753 -9.834 -15.827
C 12.714 -11.019 -16.263
O 12.185 -11.279 -17.591
S 10.498 -11.206 -17.501
O 10.001 -12.532 -17.283
O 10.015 -10.450 -18.670
O 10.435 -10.321 -16.079
H 11.982 -8.989 -16.476
H 11.720 -9.631 -14.756
H 12.625 -11.839 -15.551
H 13.792 -10.882 -16.175
C 7.453 -6.773 -19.069
C 8.934 -6.835 -19.738
O 9.108 -5.550 -20.212
S 7.750 -4.559 -20.373
O 7.629 -4.062 -21.765
O 7.705 -3.640 -19.261
O 6.816 -5.915 -19.993
H 7.422 -6.213 -18.135
H 7.005 -7.746 -18.868
H 8.999 -7.504 -20.596
H 9.776 -7.142 -19.116
C 7.802 -16.632 -21.532
C 7.649 -15.689 -22.810
O 8.890 -15.777 -23.371
S 9.558 -17.363 -23.185
O 10.925 -17.093 -22.768
O 9.353 -18.142 -24.418
O 8.455 -17.730 -21.996
H 6.815 -16.678 -21.072
H 8.436 -16.420 -20.671
H 7.618 -14.606 -22.694
H 6.825 -15.976 -23.463
C 9.539 -12.363 -24.353
C 10.957 -12.326 -23.563
O 10.731 -11.816 -22.329
S 9.253 -11.758 -21.852
O 8.985 -10.326 -21.637
O 9.037 -12.688 -20.725
O 8.521 -12.241 -23.263
H 9.531 -13.334 -24.847
H 9.297 -11.599 -25.093
H 11.501 -11.771 -24.327
H 11.371 -13.334 -23.611
C 0.957 -13.615 -17.763
C -0.204 -12.886 -18.535
O -0.286 -13.583 -19.729
S 1.177 -14.229 -20.261
O 1.935 -13.469 -21.276
O 1.035 -15.675 -20.420
O 1.836 -13.932 -18.807
H 0.842 -14.560 -17.231
H 1.363 -13.029 -16.938
H 0.104 -11.844 -18.613
H -1.130 -12.887 -17.962
C 7.094 -9.170 -25.481
C 7.152 -8.154 -24.348
O 6.116 -8.559 -23.390
S 5.135 -9.780 -23.987
O 3.731 -9.382 -23.748
O 5.623 -11.130 -23.530
O 5.706 -9.449 -25.508
H 7.548 -10.133 -25.247
H 7.454 -8.696 -26.394
H 6.804 -7.201 -24.747
H 8.096 -8.106 -23.806
C 4.400 -10.712 -20.585
C 4.246 -9.241 -20.518
O 4.297 -8.828 -19.148
S 3.771 -9.977 -18.120
O 2.341 -10.307 -18.094
O 4.562 -9.890 -16.896
O 4.467 -11.098 -19.164
H 5.259 -11.095 -21.136
H 3.586 -11.292 -21.018
H 3.387 -8.843 -21.058
H 5.092 -8.676 -20.909
C 9.018 -18.867 -13.077
C 10.452 -19.285 -12.757
O 10.524 -20.660 -13.105
S 9.328 -21.185 -14.079
O 8.922 -22.497 -13.632
O 9.750 -20.954 -15.470
O 8.294 -19.995 -13.528
H 8.963 -18.235 -13.964
H 8.370 -18.482 -12.290
H 10.813 -19.093 -11.747
H 11.157 -18.733 -13.379
```

* HOMO energy: -10.5769 eV
* F_max: 5.13 eV/A
* DFT total energy: -296273.2057 eV
* energy above the lowest of the compared OMol25 structures with the same formula, charge and spin: 260.1 kcal per mole

***

(2)
The following is a DFT calculation (the ωB97M-V functional and the def2-TZVPD basis) of a structure of composition C29H35BrN5OV.

```
72
C29H35BrN5OV | the Open Molecules 2025 dataset | the ωB97M-V functional and the def2-TZVPD basis
V -0.859 1.252 1.133
C -3.321 -3.768 -2.976
C -2.148 -4.053 -2.021
C -0.946 -4.540 -2.828
C -2.554 -5.139 -1.009
C -1.846 -2.779 -1.260
C -2.826 -2.183 -0.454
C -2.553 -1.029 0.233
N -1.355 -0.412 0.149
C -0.385 -0.968 -0.620
C -0.602 -2.137 -1.313
C 0.897 -0.228 -0.612
C 2.010 -0.599 -1.343
C 3.175 0.167 -1.306
C 3.147 1.310 -0.490
C 2.023 1.614 0.230
N 0.906 0.855 0.192
C 4.417 -0.174 -2.105
C 4.241 -1.454 -2.920
C 5.591 -0.351 -1.127
C 4.703 1.001 -3.057
H -3.554 -4.678 -3.529
H -3.071 -2.991 -3.700
H -4.225 -3.471 -2.443
H -1.219 -5.454 -3.355
H -0.093 -4.784 -2.191
H -0.636 -3.817 -3.585
H -2.777 -6.058 -1.549
H -3.448 -4.868 -0.447
H -1.749 -5.352 -0.304
H -3.807 -2.626 -0.355
H -3.286 -0.561 0.878
H 0.191 -2.564 -1.907
H 1.971 -1.484 -1.959
H 4.003 1.967 -0.425
H 1.979 2.504 0.848
H 4.054 -2.325 -2.289
H 5.159 -1.652 -3.472
H 3.440 -1.364 -3.657
H 5.412 -1.169 -0.428
H 5.798 0.557 -0.560
H 6.491 -0.589 -1.694
H 3.879 1.161 -3.755
H 5.595 0.774 -3.641
H 4.893 1.932 -2.522
Br -3.399 6.560 -1.507
C -2.611 5.050 -0.793
C -3.318 3.840 -0.789
C -2.731 2.711 -0.262
C -1.426 2.803 0.262
C -0.712 4.017 0.260
C -1.310 5.136 -0.267
H -4.317 3.800 -1.200
H -3.287 1.780 -0.258
H 0.291 4.091 0.660
H -0.790 6.084 -0.289
C -3.326 1.259 5.117
N -1.894 1.445 4.778
C -0.950 1.753 5.730
C 0.354 1.890 5.417
C 0.758 1.707 4.062
N -0.193 1.485 3.124
C -1.483 1.321 3.515
O -2.262 1.037 2.544
N 2.030 1.748 3.713
H -3.410 1.252 6.199
H -3.660 0.307 4.714
H -3.903 2.078 4.698
H -1.326 1.862 6.738
H 1.081 2.110 6.185
H 2.745 1.899 4.409
H 2.330 1.501 2.784
```

* HOMO energy (spin up / spin down): -16.9154 / -17.0087 eV
* total charge: +3
* F_max: 0.37 eV/A
* spin multiplicity: 2
* DFT total energy: -135846.7284 eV
* ⟨S²⟩: 0.80